Molecular formula: C22H32N2O5
Method: DFT, ωB97M-V/def2-TZVPD

XYZ file:
```
61
Properties=species:S:1:pos:R:3:nbo_charge:R:1
C 3.547 3.316 1.464 -0.240
O 2.823 2.107 1.503 -0.499
C 1.507 2.049 1.159 0.300
C 0.901 0.844 1.472 -0.265
C -0.439 0.574 1.181 -0.014
C -1.110 -0.660 1.482 -0.215
C -0.446 -1.899 1.986 0.669
O -0.985 -2.652 2.778 -0.640
N 0.772 -2.124 1.454 -0.635
C 1.526 -3.331 1.687 -0.221
C 2.013 -3.928 0.367 -0.420
C 2.993 -3.008 -0.363 -0.069
O 2.281 -1.887 -0.857 -0.563
C 3.011 -0.910 -1.587 0.112
C 4.090 -0.216 -0.754 -0.648
C 3.591 -1.461 -2.891 -0.642
C -2.450 -0.730 1.277 0.098
N -3.188 0.272 0.743 -0.405
C -4.603 0.058 0.509 -0.221
C -4.867 -0.908 -0.655 -0.219
C -6.372 -1.089 -0.826 -0.602
C -4.235 -0.386 -1.942 -0.611
C -2.627 1.478 0.350 0.644
O -3.312 2.353 -0.157 -0.641
C -1.198 1.609 0.610 -0.102
C -0.589 2.823 0.284 -0.249
C 0.748 3.063 0.521 0.226
O 1.376 4.231 0.179 -0.509
C 0.609 5.253 -0.411 -0.251
H 3.687 3.673 0.442 0.186
H 3.063 4.096 2.055 0.183
H 4.517 3.079 1.903 0.189
H 1.506 0.118 1.988 0.238
H 1.095 -1.569 0.672 0.432
H 0.873 -4.031 2.217 0.236
H 2.388 -3.109 2.330 0.182
H 2.510 -4.878 0.566 0.216
H 1.157 -4.111 -0.284 0.215
H 3.784 -2.689 0.329 0.166
H 3.457 -3.559 -1.192 0.174
H 2.231 -0.177 -1.830 0.188
H 3.679 0.132 0.190 0.230
H 4.924 -0.886 -0.557 0.201
H 4.466 0.642 -1.304 0.216
H 2.838 -2.040 -3.420 0.218
H 4.455 -2.095 -2.700 0.203
H 3.906 -0.637 -3.525 0.218
H -2.984 -1.633 1.537 0.230
H -5.031 1.037 0.274 0.247
H -5.059 -0.326 1.425 0.203
H -4.420 -1.880 -0.413 0.194
H -6.580 -1.795 -1.626 0.212
H -6.840 -0.139 -1.076 0.206
H -6.823 -1.465 0.090 0.207
H -4.606 0.611 -2.167 0.216
H -4.473 -1.044 -2.775 0.209
H -3.152 -0.333 -1.849 0.210
H -1.224 3.570 -0.166 0.247
H 1.303 6.075 -0.581 0.199
H -0.194 5.587 0.253 0.182
H 0.181 4.934 -1.366 0.181
```

Output
* LUMO level: 0.024 Eh
* orbital gap: 8.414 eV
* HOMO energy: -7.75 eV
* net charge: 0
* multiplicity: 1
* strongest force on any atom: 0.95 eV Å⁻¹
* E: -36551.6743 eV
* relative energy (zero: lowest compared OMol25 entry of this formula, charge and spin): 2.104 eV